# 1
{"formula": "C23H24N4O3S", "method": "ωB97M-V/def2-TZVPD", "species": ["C", "C", "N", "C", "S", "C", "C", "C", "C", "N", "C", "C", "O", "N", "C", "C", "C", "C", "C", "O", "C", "C", "C", "C", "C", "C", "C", "O", "N", "C", "C", "H", "H", "H", "H", "H", "H", "H", "H", "H", "H", "H", "H", "H", "H", "H", "H", "H", "H", "H", "H", "H", "H", "H", "H"], "positions_angstrom": [[5.758, -0.788, 1.650], [5.374, -0.097, 0.344], [4.890, -1.059, -0.597], [3.692, -1.105, -0.959], [2.352, -0.007, -0.453], [1.217, -0.843, -1.490], [-0.090, -0.611, -1.737], [-1.056, 0.330, -1.278], [-2.339, 0.307, -1.798], [-3.114, 1.269, -1.243], [-4.536, 1.410, -1.389], [-5.220, 1.003, -0.068], [-6.056, 1.684, 0.476], [-4.773, -0.182, 0.400], [-4.867, -0.542, 1.805], [-3.553, -0.252, 2.458], [-3.173, 0.646, 3.408], [-1.767, 0.517, 3.535], [-1.398, -0.440, 2.645], [-2.468, -0.913, 1.985], [-2.363, 1.935, -0.302], [-2.749, 2.959, 0.552], [-1.801, 3.455, 1.420], [-0.504, 2.941, 1.432], [-0.124, 1.919, 0.590], [-1.057, 1.390, -0.299], [1.882, -1.958, -2.178], [1.344, -2.727, -2.948], [3.208, -2.036, -1.831], [4.079, -3.045, -2.399], [4.953, -2.468, -3.505], [6.191, -0.066, 2.337], [6.483, -1.573, 1.455], [4.879, -1.231, 2.112], [6.263, 0.364, -0.099], [4.626, 0.687, 0.539], [-0.493, -1.317, -2.460], [-2.730, -0.343, -2.559], [-4.885, 0.773, -2.206], [-4.803, 2.447, -1.607], [-4.016, -0.637, -0.092], [-5.655, 0.063, 2.255], [-5.119, -1.604, 1.883], [-3.812, 1.311, 3.951], [-1.128, 1.066, 4.194], [-0.444, -0.854, 2.387], [-3.757, 3.344, 0.546], [-2.065, 4.249, 2.102], [0.217, 3.352, 2.123], [0.881, 1.538, 0.627], [4.702, -3.442, -1.595], [3.425, -3.826, -2.794], [4.334, -2.062, -4.302], [5.585, -3.249, -3.918], [5.582, -1.679, -3.104]], "forces_ev_per_angstrom": [[-0.07, 0.20, -0.22], [-0.05, 0.19, 0.27], [0.16, -0.57, -0.37], [-0.20, 0.80, 0.56], [0.39, -0.01, 0.07], [-0.83, 0.46, 0.11], [0.86, -0.59, -0.23], [-0.70, 0.25, 0.03], [0.60, -0.14, 0.00], [0.16, 0.02, -0.23], [-0.40, 0.22, 0.22], [0.16, -0.17, -0.50], [-0.21, 0.34, 0.16], [0.03, -0.47, -0.08], [0.29, -0.08, 0.07], [-0.48, 0.56, 0.59], [-0.35, -0.49, -0.40], [0.31, -0.43, -0.28], [0.38, 0.54, 0.64], [-0.37, -0.36, -0.34], [0.51, 0.08, 0.21], [-0.10, 0.09, 0.03], [-0.10, 0.02, -0.07], [0.21, 0.01, -0.01], [0.01, 0.16, 0.02], [-0.37, 0.11, -0.03], [-0.16, -0.45, -0.33], [0.05, 0.02, -0.03], [-0.20, -0.46, -0.35], [0.19, -0.25, -0.25], [-0.11, -0.03, 0.16], [0.06, 0.04, 0.14], [0.06, -0.07, 0.01], [-0.06, -0.06, 0.07], [-0.11, 0.12, 0.11], [0.19, 0.07, 0.02], [0.10, -0.05, 0.00], [-0.09, -0.12, -0.13], [0.07, 0.07, 0.05], [-0.02, -0.16, 0.04], [-0.05, 0.19, 0.01], [0.10, -0.13, 0.01], [-0.06, 0.13, 0.06], [-0.22, 0.15, 0.07], [0.22, 0.09, 0.11], [0.12, -0.12, -0.11], [-0.14, 0.05, 0.02], [-0.04, 0.08, 0.06], [0.08, 0.03, 0.07], [0.03, 0.05, 0.09], [-0.11, 0.00, -0.06], [0.11, 0.09, 0.14], [-0.04, 0.02, -0.09], [0.09, -0.06, -0.08], [0.07, 0.04, -0.03]], "e_homo_ev": -7.63, "total_charge": 0, "homo_lumo_gap_ev": 7.709, "mol_weight_da": 436.54}

---

# 2
{"formula": "C23H24N5PbS2", "method": "ωB97M-V/def2-TZVPD", "species": ["Pb", "C", "N", "C", "C", "N", "C", "S", "C", "C", "C", "C", "C", "N", "H", "H", "H", "H", "H", "H", "H", "H", "H", "C", "C", "C", "C", "C", "C", "C", "C", "C", "C", "H", "H", "H", "H", "H", "H", "H", "S", "C", "N", "C", "C", "C", "N", "H", "H", "H", "H", "H", "H", "H", "H"], "positions_angstrom": [[9.198, 7.182, 12.031], [11.992, 8.988, 8.084], [10.572, 8.591, 8.002], [9.905, 8.041, 6.891], [8.599, 7.904, 7.276], [8.515, 8.274, 8.604], [9.707, 8.696, 8.992], [10.053, 9.360, 10.563], [7.246, 8.385, 9.270], [6.178, 8.932, 8.622], [4.893, 8.836, 9.166], [4.836, 8.377, 10.473], [5.976, 7.932, 11.141], [7.202, 7.929, 10.573], [12.082, 10.036, 8.044], [12.452, 8.598, 7.200], [12.430, 8.595, 9.007], [10.327, 7.893, 5.897], [7.736, 7.499, 6.752], [6.428, 9.303, 7.625], [4.058, 9.328, 8.624], [3.804, 8.339, 10.889], [5.923, 7.835, 12.181], [7.301, 12.323, 15.004], [8.066, 12.086, 13.910], [8.697, 10.767, 13.682], [8.115, 9.584, 14.458], [8.248, 8.321, 13.952], [7.623, 7.333, 14.757], [6.896, 7.546, 15.945], [6.739, 8.844, 16.338], [7.333, 9.879, 15.597], [6.946, 11.257, 15.832], [6.931, 13.311, 15.244], [8.316, 12.931, 13.266], [8.789, 10.572, 12.617], [7.817, 6.279, 14.502], [6.395, 6.741, 16.448], [6.125, 9.213, 17.150], [6.407, 11.426, 16.707], [10.400, 10.970, 14.555], [10.916, 12.684, 14.534], [10.888, 13.342, 15.712], [11.428, 14.689, 15.807], [12.493, 14.947, 14.867], [12.067, 14.656, 13.442], [11.312, 13.309, 13.432], [10.843, 12.721, 16.526], [11.748, 14.813, 16.842], [10.510, 15.303, 15.551], [13.402, 14.474, 15.164], [12.794, 16.025, 15.045], [12.916, 14.500, 12.761], [11.352, 15.432, 13.078], [11.270, 12.651, 12.628]], "forces_ev_per_angstrom": [[-0.25, 0.69, -0.28], [-0.59, -1.18, 0.15], [0.05, -0.54, -0.97], [-1.02, 0.62, 0.34], [0.75, -0.69, -0.90], [-1.59, -0.17, -0.83], [0.80, 0.95, 2.23], [0.20, -0.22, 0.14], [0.88, -0.88, 2.54], [0.20, -0.45, -1.30], [0.86, 1.24, -0.01], [-1.90, -0.37, -0.49], [0.41, 1.48, -1.74], [-0.93, 0.22, -1.16], [-0.04, 1.32, 0.13], [0.51, -0.41, -0.29], [-0.06, 0.02, -0.35], [0.14, 0.01, 0.59], [0.42, 0.15, 0.10], [-0.65, 0.16, 0.24], [0.44, -0.82, 0.57], [1.20, -0.06, 0.28], [0.03, -0.87, 1.43], [-0.29, 0.24, -0.20], [0.17, 0.35, 0.49], [-0.33, 0.35, 0.59], [0.12, 1.65, -1.38], [-0.07, -1.22, 0.34], [0.73, -0.87, 0.27], [0.11, 0.28, -0.93], [-0.35, 1.11, 0.36], [-0.31, 1.79, -0.32], [1.68, -2.60, -0.77], [-0.01, 0.02, -0.14], [0.07, -0.36, -0.01], [0.43, -0.24, 0.02], [-0.45, 0.33, -0.04], [0.09, -0.29, 0.22], [-0.09, -0.67, 0.28], [-1.15, 0.43, 1.31], [0.11, -0.31, -0.31], [-0.27, 1.62, 0.76], [0.51, -2.71, -1.10], [-2.90, 0.39, 1.31], [1.63, 2.06, -0.81], [-0.70, -0.50, -0.44], [-0.13, -1.09, 0.08], [-0.21, 0.60, -0.28], [-0.26, 0.35, -0.13], [1.17, -0.01, 0.69], [0.63, -0.99, -0.05], [-0.57, -0.91, -0.82], [-0.41, 0.34, 0.18], [0.70, -0.65, 0.06], [0.48, 1.31, 0.39]], "e_homo_ev": -16.40, "total_charge": 3, "homo_lumo_gap_ev": 5.785, "mol_weight_da": 641.81}

---

In order of appearance, relative energy (zero: lowest compared OMol25 entry of this formula, charge and spin) = 1.518; 0.316 eV.